[1]
{
  "formula": "C19H22N4O",
  "method": "the ωB97M-V functional and the def2-TZVPD basis",
  "e_above_lowest_kj_mol": 77.4,
  "total_charge": 0,
  "smiles": "Cc1cc(N2C[C@@H](C)O[C@@H](C)C2)n2cc(-c3ccccc3)nc2n1",
  "energy_ev": -28068.2830,
  "e_homo_ev": -7.73,
  "elements": ["C", "C", "C", "C", "N", "C", "C", "C", "O", "C", "C", "C", "N", "C", "C", "C", "C", "C", "C", "C", "C", "N", "C", "N", "H", "H", "H", "H", "H", "H", "H", "H", "H", "H", "H", "H", "H", "H", "H", "H", "H", "H", "H", "H", "H", "H"],
  "positions_angstrom": [[0.3883, -2.8683, -3.8342], [0.4372, -2.1460, -2.5256], [-0.0512, -0.8289, -2.4316], [-0.0326, -0.1613, -1.2218], [-0.5045, 1.1160, -1.0494], [-0.7650, 1.9303, -2.2211], [-1.2128, 3.3245, -1.7860], [-1.4421, 4.2314, -2.9883], [-2.4300, 3.2607, -1.0665], [-2.5668, 2.1525, -0.1904], [-3.5460, 1.1147, -0.7501], [-1.2128, 1.5190, 0.1521], [0.5465, -0.8188, -0.1790], [0.8610, -0.4852, 1.1074], [1.4485, -1.5980, 1.6743], [1.9619, -1.7635, 3.0240], [1.8404, -0.7634, 3.9875], [2.3415, -0.9576, 5.2608], [2.9682, -2.1479, 5.5915], [3.0911, -3.1481, 4.6400], [2.5925, -2.9595, 3.3663], [1.5156, -2.6117, 0.7710], [1.0011, -2.1626, -0.3405], [0.9233, -2.7963, -1.4986], [0.9747, -2.3353, -4.5809], [0.7907, -3.8678, -3.7054], [-0.6375, -2.9350, -4.1932], [-0.4719, -0.3666, -3.3070], [0.1538, 1.9999, -2.8114], [-1.5555, 1.5050, -2.8558], [-0.4294, 3.7653, -1.1462], [-0.5129, 4.3827, -3.5298], [-2.1801, 3.7892, -3.6523], [-1.8189, 5.1905, -2.6464], [-2.9961, 2.5619, 0.7353], [-3.1027, 0.5355, -1.5557], [-4.4263, 1.6251, -1.1311], [-3.8490, 0.4320, 0.0397], [-0.6146, 2.2477, 0.7162], [-1.3981, 0.6496, 0.7835], [0.7154, 0.4931, 1.5109], [1.3507, 0.1676, 3.7429], [2.2425, -0.1765, 6.0013], [3.3582, -2.2946, 6.5883], [3.5784, -4.0779, 4.8956], [2.6758, -3.7235, 2.6097]]
}


[2]
{
  "formula": "C19H22N4O2",
  "method": "the ωB97M-V functional and the def2-TZVPD basis",
  "e_above_lowest_kj_mol": 53.8,
  "total_charge": 0,
  "smiles": "Cc1ccc2cc(C#N)c(NCCCNC(=O)[C@H]3CCCO3)nc2c1",
  "energy_ev": -30116.5385,
  "e_homo_ev": -7.93,
  "elements": ["C", "C", "C", "C", "C", "C", "C", "C", "N", "C", "N", "C", "C", "C", "N", "C", "O", "C", "C", "C", "C", "O", "N", "C", "C", "H", "H", "H", "H", "H", "H", "H", "H", "H", "H", "H", "H", "H", "H", "H", "H", "H", "H", "H", "H", "H", "H"],
  "positions_angstrom": [[-5.9817, -0.5097, -1.2495], [-4.6888, -0.7800, -0.5441], [-4.3635, -2.1074, -0.1958], [-3.1945, -2.3994, 0.4463], [-2.2862, -1.3755, 0.7762], [-1.0632, -1.6084, 1.4283], [-0.2340, -0.5503, 1.7100], [1.0178, -0.7254, 2.3158], [2.0635, -0.8178, 2.7868], [-0.6447, 0.7736, 1.3165], [0.1496, 1.8277, 1.6180], [-0.1094, 3.1545, 1.1246], [0.8734, 3.5903, 0.0318], [0.9838, 2.5678, -1.1048], [1.9901, 1.5698, -0.8265], [1.7838, 0.2428, -0.8629], [0.7095, -0.2838, -1.0719], [3.0683, -0.5542, -0.5692], [3.0321, -1.9402, -1.2369], [4.2234, -1.9119, -2.2001], [4.4969, -0.4139, -2.3367], [4.2114, 0.1298, -1.0637], [-1.7854, 0.9975, 0.7116], [-2.6030, -0.0331, 0.4299], [-3.8171, 0.2315, -0.2317], [-6.0099, -1.0413, -2.2002], [-6.1082, 0.5526, -1.4400], [-6.8203, -0.8608, -0.6491], [-5.0576, -2.8965, -0.4478], [-2.9478, -3.4185, 0.7101], [-0.7745, -2.6156, 1.6970], [1.0652, 1.6340, 1.9942], [-0.0627, 3.8645, 1.9582], [-1.1255, 3.1348, 0.7273], [1.8651, 3.7457, 0.4644], [0.5310, 4.5446, -0.3692], [0.0381, 2.0373, -1.2387], [1.2372, 3.0807, -2.0400], [2.9490, 1.8729, -0.7201], [3.1737, -0.6158, 0.5199], [2.0835, -2.0534, -1.7631], [3.1163, -2.7382, -0.5032], [5.0870, -2.4041, -1.7528], [4.0053, -2.3786, -3.1574], [3.8348, 0.0301, -3.0953], [5.5329, -0.1717, -2.5744], [-4.0387, 1.2568, -0.4866]]
}


[3]
{
  "formula": "C19H22N4O4S",
  "method": "the ωB97M-V functional and the def2-TZVPD basis",
  "e_above_lowest_kj_mol": 258.6,
  "total_charge": 0,
  "smiles": "COc1ccc(S(=O)(=O)N(C)C)cc1N[C@H](C)C(=O)Nc1cccc(C#N)c1",
  "energy_ev": -45045.3242,
  "e_homo_ev": -8.38,
  "elements": ["C", "O", "C", "C", "C", "C", "S", "O", "O", "N", "C", "C", "C", "C", "N", "C", "C", "C", "O", "N", "C", "C", "C", "C", "C", "C", "N", "C", "H", "H", "H", "H", "H", "H", "H", "H", "H", "H", "H", "H", "H", "H", "H", "H", "H", "H", "H", "H", "H", "H"],
  "positions_angstrom": [[-1.3927, -2.3569, 4.4293], [-1.2041, -1.2552, 3.5728], [-0.3153, -1.3775, 2.5378], [0.4199, -2.5137, 2.2538], [1.2828, -2.5405, 1.1627], [1.4131, -1.4105, 0.3900], [2.4345, -1.4529, -1.0720], [2.0083, -2.5461, -1.8963], [2.4555, -0.1399, -1.6604], [3.9392, -1.8595, -0.4187], [4.4871, -0.7506, 0.3263], [4.8445, -2.4290, -1.3931], [0.7044, -0.2542, 0.6622], [-0.1884, -0.2169, 1.7303], [-1.0039, 0.8516, 1.9952], [-0.7974, 2.1974, 1.5143], [-1.2496, 3.2074, 2.5639], [-1.5212, 2.4898, 0.1768], [-1.8110, 3.6175, -0.1475], [-1.7356, 1.3781, -0.5721], [-2.1759, 1.2937, -1.8953], [-1.9827, 0.0832, -2.5631], [-2.3938, -0.0663, -3.8744], [-3.0044, 0.9807, -4.5402], [-3.1967, 2.1904, -3.8733], [-3.8243, 3.2644, -4.5479], [-4.3399, 4.1211, -5.1083], [-2.7862, 2.3546, -2.5519], [-0.4652, -2.6299, 4.9413], [-2.1285, -2.0335, 5.1639], [-1.7802, -3.2238, 3.8862], [0.3251, -3.3946, 2.8674], [1.8410, -3.4254, 0.9109], [5.3810, -1.0803, 0.8545], [3.7401, -0.4277, 1.0495], [4.7370, 0.0939, -0.3262], [4.2747, -3.1420, -1.9838], [5.2670, -1.6671, -2.0580], [5.6522, -2.9439, -0.8725], [0.8636, 0.5925, 0.0139], [-1.5505, 0.7616, 2.8378], [0.2717, 2.3547, 1.3058], [-0.6356, 3.1335, 3.4580], [-2.2904, 3.0312, 2.8276], [-1.1683, 4.2102, 2.1547], [-1.4177, 0.5004, -0.1843], [-1.4926, -0.7349, -2.0539], [-2.2309, -1.0056, -4.3802], [-3.3284, 0.8740, -5.5643], [-2.9311, 3.2967, -2.0494]]
}


[4]
{
  "formula": "C19H22N5NiS",
  "method": "the ωB97M-V functional and the def2-TZVPD basis",
  "multiplicity": 3,
  "e_above_lowest_kj_mol": 0.0,
  "s2": 2.018,
  "total_charge": 1,
  "energy_ev": -79378.7009,
  "e_homo_ev": [-10.03, -10.64],
  "elements": ["Ni", "C", "C", "C", "C", "C", "C", "N", "N", "C", "C", "C", "C", "C", "C", "H", "H", "H", "H", "H", "H", "H", "H", "H", "S", "C", "N", "C", "C", "N", "C", "C", "N", "C", "C", "H", "H", "H", "H", "H", "H", "H", "H", "H", "H", "H", "H", "H"],
  "positions_angstrom": [[0.9708, -0.0479, -0.6487], [-1.7244, -4.7982, 1.4026], [-0.4911, -4.6449, 2.0431], [0.2991, -3.5520, 1.7419], [-0.0818, -2.6230, 0.7474], [-1.3281, -2.7348, 0.1392], [-2.1637, -3.7871, 0.5176], [0.8748, -1.6536, 0.3818], [2.0917, -2.0848, 0.7756], [3.1048, -1.2284, 0.4533], [4.4173, -1.7109, 0.5996], [5.4704, -0.8972, 0.2473], [5.1984, 0.4431, -0.1080], [3.8733, 0.8524, -0.3644], [2.7709, 0.0875, -0.0577], [-2.3804, -5.6230, 1.6027], [-0.1451, -5.3609, 2.7718], [1.2693, -3.4964, 2.2401], [-1.6516, -2.0845, -0.6877], [-3.1697, -3.8850, 0.0899], [4.4635, -2.7522, 0.9565], [6.4936, -1.2873, 0.3130], [6.0023, 1.1588, -0.3003], [3.7318, 1.8087, -0.8368], [1.7000, 0.6417, -2.5649], [1.7858, 2.2957, -3.0043], [1.9395, 3.4513, -3.1703], [-1.7385, 3.5568, -0.0092], [-0.5461, 2.5929, 0.0993], [-0.9451, 1.2332, -0.2915], [-1.6084, 1.3053, -1.6084], [-2.9256, 2.1143, -1.5479], [-3.0334, 2.7631, -0.2128], [-3.1010, 1.6885, 0.8304], [-1.9031, 0.7566, 0.7207], [-1.6473, 4.2612, -0.8686], [-1.8781, 4.1138, 0.9412], [-0.1630, 2.5892, 1.1228], [0.2550, 2.9622, -0.5805], [-1.8446, 0.3187, -2.0127], [-0.9346, 1.7656, -2.3079], [-3.7686, 1.4633, -1.7826], [-2.8753, 2.9049, -2.3156], [-3.8193, 3.4402, -0.1719], [-4.0212, 1.0869, 0.6428], [-3.1721, 2.1063, 1.8681], [-2.2559, -0.2599, 0.5132], [-1.3953, 0.7498, 1.6910]]
}


[5]
{
  "formula": "C19H22N6O2",
  "method": "the ωB97M-V functional and the def2-TZVPD basis",
  "e_above_lowest_kj_mol": 282.1,
  "total_charge": 0,
  "smiles": "O=C(C[C@H]1CCCCN1c1ccnc(-n2ccnc2)n1)NCc1ccco1",
  "energy_ev": -33093.3110,
  "e_homo_ev": -8.56,
  "elements": ["O", "C", "C", "C", "C", "C", "C", "C", "N", "C", "C", "C", "N", "C", "N", "C", "C", "N", "C", "N", "N", "C", "C", "C", "C", "C", "O", "H", "H", "H", "H", "H", "H", "H", "H", "H", "H", "H", "H", "H", "H", "H", "H", "H", "H", "H", "H", "H", "H"],
  "positions_angstrom": [[0.6925, 3.8631, -1.0319], [0.4810, 2.6590, -1.2023], [-0.4304, 2.2629, -2.3121], [-1.1917, 0.9644, -2.0421], [-2.0813, 0.5483, -3.2163], [-1.2468, -0.1441, -4.3011], [-0.4591, -1.2725, -3.5989], [0.4455, -0.7251, -2.5429], [-0.3326, -0.0679, -1.5877], [-0.6288, -0.7397, -0.3511], [-1.9027, -1.1724, -0.0996], [-2.2332, -1.6006, 1.1679], [-1.2494, -1.9868, 1.9496], [-0.0191, -1.7631, 1.5335], [1.0354, -2.2917, 2.3364], [0.9350, -3.0617, 3.4700], [2.2644, -3.3420, 3.7393], [3.1077, -2.7154, 2.8185], [2.3005, -2.1991, 1.9302], [0.3435, -1.0050, 0.4854], [1.1984, 1.8649, -0.3534], [1.9025, 2.3696, 0.9205], [1.0737, 2.1635, 2.2165], [-0.1855, 1.6782, 2.3117], [-0.4692, 1.4050, 3.6705], [0.6838, 1.5091, 4.3292], [1.6083, 2.0361, 3.4892], [0.1529, 2.3277, -3.2876], [-1.1921, 2.9904, -2.3546], [-1.8697, 1.2510, -1.1785], [-2.8007, -0.0999, -2.7952], [-2.5235, 1.3622, -3.7346], [-0.4700, 0.4275, -4.8071], [-1.9309, -0.3848, -5.1258], [-1.1524, -2.0406, -3.2500], [0.1686, -1.7393, -4.3532], [1.0980, -1.5391, -2.1172], [1.0315, -0.0645, -3.1509], [-2.7514, -0.9760, -0.7202], [-3.2320, -1.8419, 1.3718], [0.1249, -3.3222, 4.0227], [2.5488, -3.9992, 4.5542], [2.5430, -1.6866, 1.0493], [0.9453, 0.8406, -0.4591], [2.8466, 1.8766, 0.9620], [1.9926, 3.4733, 0.8475], [-0.6793, 1.3590, 1.4369], [-1.4205, 1.1397, 4.0141], [0.9280, 1.4091, 5.3466]]
}